1.
# C14H22N4O3S2

A molecular structure, C14H22N4O3S2 at a distorted geometry (wB97M-V/def2-TZVPD, the OMol25 dataset).

```
! RIJCOSX wB97M-V def2-TZVPD def2/J DEFGRID3
* xyz 0 1
C -2.34598 0.50839 -2.62978
H -3.18900 0.77054 -3.18172
H -1.51227 1.38220 -2.94900
H -1.98827 -0.44596 -3.19686
C -2.54868 0.14164 -1.36323
C -3.59310 -0.91598 -0.87152
H -3.78682 -1.07476 0.31278
H -4.52370 -0.61589 -1.51095
H -3.20142 -1.73779 -1.41597
C -3.06353 1.57832 -0.59197
C -3.13328 1.75979 0.93629
O -4.14578 1.42380 1.50201
N -1.83916 1.56858 1.44271
C -0.56548 2.05439 1.16628
N 0.39390 1.84328 1.82216
N 1.51714 2.06884 1.53563
C 1.57593 2.25005 0.20973
S 2.86548 2.70450 -0.76696
C 4.35669 2.17292 0.10769
H 4.09113 2.46242 1.31039
H 5.12174 2.44994 -0.36022
C 4.09260 0.64126 0.19640
O 4.85599 0.06610 -0.73405
N 3.32554 0.00326 1.10445
H 2.77658 0.71409 1.24625
C 3.04432 -1.39098 0.74578
H 2.79226 -2.03748 1.73774
H 3.79706 -1.79249 0.21296
C 1.59892 -1.51939 0.01357
C 1.20155 -2.97150 -0.16538
H 1.82497 -3.49786 0.27164
C -0.27040 -2.91490 0.24524
H -0.95908 -2.72997 -0.38823
C -0.20412 -1.75274 1.20608
H 0.23666 -1.90015 2.21158
H -1.11075 -0.94987 1.41848
O 0.65447 -0.72332 0.32154
H -0.47664 -3.75448 1.22317
H 1.13555 -3.20786 -1.25935
H 1.76978 -0.88673 -0.97159
S -0.00718 2.36240 -0.33489
H -2.05355 1.69350 2.80187
H -2.61617 2.43220 -0.90619
H -4.19079 1.62549 -0.85745
H -1.70314 0.14216 -0.84712
*
```

Values from the calculation:
Largest force on an atom: 14.64 eV Å⁻¹
Kohn-Sham gap: 8.53 eV
Lowest unoccupied orbital energy: 0.07 eV

---

2.
# C3H10NS

A gas-phase ion, C3H10NS (charge +1) at a distorted geometry (wB97M-V/def2-TZVPD, the OMol25 dataset).

```
! RIJCOSX wB97M-V def2-TZVPD def2/J DEFGRID3
* xyz 1 1
C -1.11257 0.19410 0.92665
N -2.00500 1.14566 0.35313
H -1.49901 -0.80082 1.11772
H -0.74174 0.52460 1.91510
H -2.66611 1.31948 1.10684
H -1.52748 1.99117 0.04986
C 0.73754 -2.06540 0.55698
S 0.51780 -0.15685 -0.07013
C 1.31643 1.00477 -1.71152
H 0.15863 -2.37146 1.41992
H 0.54822 -2.82608 -0.22285
H 1.79275 -2.14565 0.76735
H 1.91747 0.29756 -2.26120
H 1.79662 1.88039 -1.30114
H 0.34127 1.12671 -2.15640
*
```

Values from the calculation:
Largest force on an atom: 2.34 eV Å⁻¹
Kohn-Sham gap: 7.93 eV
Lowest unoccupied orbital energy: -5.84 eV

---

3.
# H30O15

15 unconnected molecules or ions with the total composition H30O15 at a distorted geometry (wB97M-V/def2-TZVPD, the OMol25 dataset).

```
! RIJCOSX wB97M-V def2-TZVPD def2/J DEFGRID3
* xyz 0 1
H 0.06020 -0.20189 0.31182
H 0.71421 -0.46014 -0.96402
H 0.79558 0.71021 -2.81577
H 2.14628 -0.02681 -3.10503
H -1.38824 0.32021 1.51135
H -1.12085 0.87976 2.83085
H -0.25229 2.88234 -1.07362
H -0.32484 3.24781 0.52122
H 2.39945 3.08153 -2.35955
H 1.99332 2.21631 -3.61968
H 0.65055 -4.48248 -1.77697
H 0.17283 -4.28842 -0.33225
H -1.88197 -1.78831 -1.56277
H -2.08760 -1.42295 -3.02664
H 1.44625 1.68124 3.03179
H 1.85689 3.16251 3.35125
H 2.83497 -3.00574 -1.97220
H 3.15693 -1.72240 -1.02485
H -1.96413 1.25775 -1.57859
H -1.39587 0.97120 -0.24016
H 2.90211 1.41706 1.02295
H 1.91101 1.18355 -0.23822
H -1.96980 -3.30022 0.55695
H -1.85549 -4.39332 1.55618
H 1.68799 -1.70562 3.28223
H 2.04447 -1.63276 4.78373
H -2.80858 2.97895 2.43504
H -3.45919 2.22030 1.32039
H -2.85785 -0.32609 0.27116
H -3.30811 -0.70267 -1.10505
O 0.47305 0.27935 -0.44242
O 1.72556 0.60091 -2.54053
O -1.28044 0.04564 2.45625
O -0.36897 3.59934 -0.36422
O 2.06519 3.11104 -3.32516
O -0.12848 -4.58102 -1.23799
O -2.06832 -1.03285 -2.11742
O 2.20552 2.33227 3.07097
O 2.57982 -2.45312 -1.27418
O -2.09656 1.59581 -0.65683
O 2.79165 1.01971 0.10313
O -1.27059 -3.87468 1.02232
O 2.23841 -2.04425 3.91874
O -3.27997 3.11353 1.60076
O -3.68410 -0.46260 -0.20494
*
```

Values from the calculation:
Largest force on an atom: 3.97 eV Å⁻¹
Kohn-Sham gap: 9.54 eV
Lowest unoccupied orbital energy: -0.77 eV

---

4.
# C4H7N2O

A molecular structure, C4H7N2O at a distorted geometry (wB97M-V/def2-TZVPD, the OMol25 dataset).

```
! RIJCOSX wB97M-V def2-TZVPD def2/J DEFGRID3
* xyz 1 1
C -1.35084 -0.34860 -0.87506
C 0.17430 0.87792 -0.35189
C -2.48902 -0.35166 -0.22157
C 0.20364 -0.57275 -0.46001
N 0.49402 -1.27390 0.77762
N 0.38484 1.53314 0.76837
O -3.44400 -0.23647 0.43491
H -1.15758 -0.14656 -1.87367
H 0.05457 1.42007 -1.34297
H 0.78878 -1.06702 -1.22768
H -0.27339 -0.97855 1.47237
H 0.76138 1.03474 1.54793
H 0.53151 -2.32739 0.73199
H 0.28190 2.55677 0.82407
*
```

Values from the calculation:
Largest force on an atom: 3.07 eV Å⁻¹
Kohn-Sham gap: 9.37 eV
Lowest unoccupied orbital energy: -4.77 eV

---

Record order is preserved below.
HOMO energy: -8.45; -13.77; -10.31; -14.13 eV
Record order is preserved below.
ΔE to the lowest compared entry with this formula, charge and spin: 1422.0; 360.6; 475.1; 267.4 kJ/mol